The following is a quantum chemistry calculation of 2 unconnected molecules or ions with the total composition C4H5N in a non-equilibrium geometry, from the Open Molecules 2025 dataset.

Geometry (Å):
1 C -2.745 -1.697 0.822
2 C -1.652 -1.976 1.228
3 C 0.488 0.245 0.066
4 C 1.580 1.059 -0.610
5 N 0.806 -0.637 0.858
6 H -3.506 -1.209 0.370
7 H -0.454 0.388 -0.314
8 H 2.568 0.658 -0.430
9 H 1.428 1.129 -1.812
10 H 1.486 2.042 -0.178

energy relative to the best compared isomer or geometry (same formula, charge and spin) = 738.75 kJ/mol
max |F| = 0.0579 Eh/bohr
E_tot = -5711.190 eV

Mulliken atomic charge list, values in e, 4 entries:
1. C -0.2760
2. C -0.1574
3. C 0.2027
4. C -0.8507